Below is 2 unconnected molecules or ions with the total composition C3H4ClN in a non-equilibrium geometry, with properties calculated with the ωB97M-V functional and the def2-TZVPD basis.

```
9
Properties=species:S:1:pos:R:3:forces:R:3
H -0.7283 -1.7557 0.1376 0.1542 0.7890 0.0173
H 1.7132 -0.1042 -0.1810 -0.5029 -0.9062 -0.3836
H -1.4560 3.2295 0.3296 -0.0139 0.1879 -0.4099
Cl 1.8247 -1.3853 1.6774 -1.3646 0.4085 -1.9356
C -1.0702 1.0410 0.0594 1.4028 -2.3743 -1.3147
C -0.1207 -1.0151 -0.4040 0.0373 0.6415 -0.2079
H -0.1634 -1.2400 -1.5379 -0.3447 1.3874 1.7501
C -1.2373 2.2478 -0.0240 0.0168 -0.9989 0.9032
N 1.2381 -1.0179 -0.0571 0.6151 0.8651 1.5810
```
Positions in Å, forces in eV/Å.

Properties
Energy relative to the best compared isomer or geometry (same formula, charge and spin)   6.096 eV
Max |F|   3.06 eV Å⁻¹
Electronic energy   -17181.63910 eV

Below is a single BrFHP molecule in a non-equilibrium geometry, with properties calculated with the ωB97M-V functional and the def2-TZVPD basis.

```
4
Properties=species:S:1:pos:R:3:forces:R:3
Br -2.6173 0.2046 0.0812 0.9351 -0.1311 -0.1249
F -0.5857 -2.1126 0.3605 -0.6398 2.3024 -2.3659
H 0.3521 -0.1927 0.0060 -0.8882 0.6016 -0.4153
P -0.7535 -0.7077 -0.7843 0.5929 -2.7729 2.9061
```
Positions in Å, forces in eV/Å.

Properties
Energy relative to the best compared isomer or geometry (same formula, charge and spin)   0.578 eV
Max |F|   4.06 eV Å⁻¹
SMILES   FPBr
Electronic energy   -82065.20474 eV

Below is 2 unconnected molecules or ions with the total composition C2H7NO2S in a non-equilibrium geometry, with properties calculated with the ωB97M-V functional and the def2-TZVPD basis.

```
13
Properties=species:S:1:pos:R:3:forces:R:3
O -1.1251 -0.3812 -0.6349 1.9162 -0.9660 0.1940
S -2.2952 0.3841 -0.7445 -4.6542 0.6684 -0.7526
H -3.4737 -0.4858 -0.6738 1.8668 1.3962 0.5094
C 2.4594 -0.4267 1.7179 -0.8621 1.6266 -0.2639
N -2.6857 1.6067 0.0429 0.3038 -0.8478 -0.6919
H 1.4697 -0.2348 -0.0759 -0.0950 0.1257 -1.1070
C 1.9289 0.2840 0.7266 0.2846 -1.4055 0.8447
H -2.4318 -0.1291 -2.9569 0.3492 -0.3390 0.4206
H 1.8729 1.3195 0.8762 -0.4417 1.3840 -0.3607
H 2.5882 0.2651 2.5940 0.7900 -1.9139 -0.2741
H 2.4964 -1.5000 1.5287 0.3334 0.1940 1.1766
H -2.1062 2.3419 0.4743 -0.0303 -1.0277 -0.7971
O -2.6001 0.6209 -2.3738 0.2394 1.1048 1.1019
```
Positions in Å, forces in eV/Å.

Properties
Energy relative to the best compared isomer or geometry (same formula, charge and spin)   4.391 eV
Max |F|   4.76 eV Å⁻¹
SMILES   N=[S@H](=O)O.C=C
Electronic energy   -18604.00203 eV

Below is a single C17H26N4O3 molecule, with properties calculated with the ωB97M-V functional and the def2-TZVPD basis.

```
50
Properties=species:S:1:pos:R:3:forces:R:3
C 5.8930 -1.8726 -4.7165 0.0133 0.0978 -0.2874
H 5.6284 0.0139 -0.9952 -0.0992 0.0980 -0.0020
C -2.8410 -0.7034 3.3243 0.0514 0.0607 0.1517
H 1.2471 -0.7898 -0.6536 0.0960 -0.0165 0.0964
H -1.7728 -0.8237 3.5041 -0.0071 0.0089 -0.0229
N 5.8045 -2.2073 -3.3782 0.0278 -0.1532 0.2150
C -4.9694 -1.4174 0.3322 -0.1630 -0.0418 -0.0413
H -2.7773 0.8940 1.1773 -0.0371 0.0013 -0.0207
C 5.1699 -0.9085 -1.3446 0.1360 -0.0790 0.1634
C -0.6747 2.1618 0.8014 -0.0622 -0.3325 -0.0722
H 1.5601 -0.1352 1.6975 -0.0845 -0.0602 -0.0152
H -3.3656 -1.3895 3.9891 -0.0217 0.0073 0.0015
H -4.4533 -0.9140 -1.7062 -0.0041 0.0244 -0.0091
H -6.0536 -1.3509 0.2075 0.0283 0.0104 0.0197
H 1.1989 0.8911 -1.1513 0.0707 0.0457 0.0647
H 0.6577 3.1313 2.2935 -0.0339 -0.1201 0.0386
C -4.2597 -0.5497 -0.6955 0.0002 0.0094 -0.0316
H -2.3437 -1.5357 -0.5975 -0.0085 -0.0112 0.0695
O -0.4444 -1.3795 1.3255 0.0353 -0.0270 0.1084
H 3.1969 -1.6572 -1.2394 -0.0420 0.0275 0.0093
C -0.9563 -0.2807 1.2059 0.0436 -0.1014 -0.3119
C -0.0896 3.3251 1.5378 0.1345 0.1992 0.0113
H -1.7012 2.4015 2.7485 0.0921 -0.0771 0.0358
H -5.0514 -1.6787 2.4604 -0.0006 0.0351 0.0354
H -4.6967 -2.4670 0.1945 0.0721 0.0205 -0.0154
C -4.5972 -0.9947 1.7406 -0.0810 0.0220 0.0619
H 0.0870 4.2331 0.9801 -0.0523 0.0132 -0.0446
C 1.2512 0.6244 0.9815 0.3325 0.0549 0.1009
H 5.5155 0.1054 -5.6951 -0.0031 0.0355 -0.0263
N -3.1611 -1.0214 1.9514 -0.0183 -0.1751 -0.0304
H 1.7749 1.5435 1.2350 -0.0675 0.0363 -0.0738
H -4.6508 0.4727 -0.6433 0.0129 -0.0052 0.0172
H 5.6150 -1.7373 -0.7946 0.0027 -0.0261 -0.0573
H -2.2517 0.1493 -1.0977 -0.0055 0.0055 0.0381
C -1.4962 2.9013 1.8134 -0.1819 0.1090 0.0505
C 5.4526 -1.1154 -2.7889 0.0541 -0.1369 -0.1798
O 5.2935 -0.0748 -3.6283 -0.0546 0.2803 -0.0457
H -3.1332 0.3281 3.5982 -0.0044 -0.0442 -0.0089
C -2.7632 -0.5422 -0.4197 0.0137 -0.0209 -0.3027
C 3.1433 0.2932 -0.6216 0.0037 0.0526 0.0973
N 3.7509 -0.8339 -1.0763 -0.0486 -0.0612 -0.0279
H -0.9213 2.3224 -0.2433 -0.0265 0.0985 -0.0163
C 5.5796 -0.5729 -4.8663 -0.0127 -0.0808 0.1579
C -2.4671 -0.1511 1.0227 0.1041 0.2131 0.2272
N -0.1789 0.8433 1.1017 -0.1078 0.1235 0.2546
O 3.7517 1.3181 -0.3728 0.0628 -0.0078 -0.0220
H 6.1741 -2.5781 -5.4788 0.0098 -0.0638 0.0538
C 1.6473 0.2011 -0.4278 -0.2109 -0.0439 -0.3055
H -2.3130 3.5142 1.4572 0.0252 0.0175 -0.0645
H -5.0087 0.0142 1.9513 0.0159 -0.0223 -0.0452
```
Positions in Å, forces in eV/Å.

Properties
Energy relative to the best compared isomer or geometry (same formula, charge and spin)   2.020 eV
Max |F|   0.37 eV Å⁻¹
SMILES   CN1CCCC[C@@H]1C(=O)N(CCC(=O)NCc1ncco1)C1CC1
Electronic energy   -30153.62944 eV

Below is 2 unconnected molecules or ions with the total composition C27H24Cl2F6N3S in a non-equilibrium geometry, with properties calculated with the ωB97M-V functional and the def2-TZVPD basis.

```
63
Properties=species:S:1:pos:R:3:forces:R:3
H -0.5270 -4.6551 6.4983 -0.0807 0.1859 -0.0886
F 0.1588 1.2652 -8.5756 0.2655 0.9643 0.7642
H -2.1300 -3.3219 2.4346 0.0241 0.1793 0.0705
C 1.0992 1.9851 -5.3064 -0.4546 -0.1049 0.3191
C 1.6339 1.7655 -1.6346 1.0352 -0.0512 -0.4627
C 2.9232 0.3948 0.9633 -0.7943 -0.5892 -1.2673
H -1.3631 -0.4782 7.1400 -0.0216 -0.1912 -0.1709
H -0.8326 1.0544 -2.6301 0.2608 0.0143 -0.8186
C -2.2156 -2.3468 2.9185 -0.3747 0.5231 0.0054
C -1.3269 -3.5825 4.8083 -0.0592 0.3137 -0.0445
H -1.3244 -4.4540 4.1523 0.0503 0.1798 0.2216
H -3.9779 -1.1486 -1.1433 0.0436 0.0344 0.1842
N 2.8417 0.3041 2.3748 0.6201 0.8208 1.1331
F -3.5079 0.1486 -5.4124 0.4808 0.5098 0.9272
C 3.0242 1.8302 0.4353 0.1336 0.0201 -0.4323
F -3.6628 1.8268 -3.9992 0.5472 -0.9978 -0.2337
H 2.6615 -1.7120 3.0715 0.0396 0.1644 -0.0606
C -2.9904 0.0243 2.4407 -0.2959 0.3634 -0.4870
C -3.7062 -0.8396 -0.1384 0.0545 0.0062 0.1916
C 0.1257 1.9243 -6.2930 0.0307 -0.0497 0.1144
H -1.9310 1.4641 -6.7749 0.0846 -0.0004 -0.0137
C -0.8956 -2.5744 6.9550 -0.1195 -0.2319 -0.6522
C -1.3588 -1.3397 6.4756 -0.1893 0.0700 -0.5182
C -3.5609 0.9190 1.5440 0.2910 -0.3304 0.5159
H 5.4319 -1.2027 2.1735 -0.1777 -0.1673 -0.1443
H 5.0074 0.1323 0.3591 -0.1615 -0.1071 -0.0429
C 4.1349 -0.4973 0.5736 -0.3407 0.3435 0.1585
C -0.5438 1.2698 -3.6657 -0.6225 -0.2654 -0.0389
N 2.8493 1.8577 -1.0336 -0.1493 -0.0508 0.4476
C -3.1457 -1.7301 0.7597 0.0265 0.1656 0.0988
C -1.7992 -2.3382 4.2758 0.2844 -0.2864 0.5743
H 4.0192 2.2479 0.6456 -0.3232 -0.0386 0.0522
C -3.9267 0.4928 0.2593 0.1595 -0.4702 0.0525
H 2.2431 2.4667 0.8688 0.2857 -0.1388 -0.0256
N 1.7609 1.7456 -3.0181 0.0375 0.0339 0.8224
C -1.4882 1.1811 -4.6873 0.4225 0.1633 -0.4288
C -0.8842 -3.7034 6.1140 -0.0802 0.2165 -0.0565
F 1.7547 2.6223 -7.8959 -1.0421 -0.2616 0.1653
H 4.2993 -2.4363 1.5848 0.0626 0.1655 0.1219
C 4.4117 -1.3728 1.8131 0.1162 0.1081 0.1451
H -2.1678 -0.2563 4.8387 0.1669 -0.2640 0.2695
H 3.6900 1.8397 -1.6044 -0.3523 0.0057 0.2514
C -2.7686 -1.3380 2.0858 -0.0299 -0.0402 -0.3039
Cl -4.6503 1.6050 -0.8155 0.1567 -0.2310 0.1494
C 0.4434 2.2964 -7.7154 0.0690 0.2453 -1.1197
S 0.2274 1.6946 -0.7384 0.0807 0.1917 0.1840
H 2.1126 2.3067 -5.5395 -0.2228 -0.0780 -0.0254
H -2.7246 0.3953 3.4207 -0.1051 0.0398 -0.3849
Cl -0.3400 -2.7088 8.5645 -0.0633 0.0207 -0.1541
C 3.4082 -0.9140 2.8972 0.0018 -0.4645 0.1003
F -0.3024 3.3717 -8.1318 0.7025 -1.0177 0.3837
H 2.0433 0.7089 2.8450 0.0982 -0.2259 -0.2400
H 3.9028 -1.0864 -0.3190 0.1320 0.0964 0.1527
C -1.1769 1.5194 -6.0004 0.0774 -0.0731 0.3369
F -2.9216 -0.1336 -3.3125 -0.0559 0.6617 -0.6931
H -3.7321 1.9560 1.8227 0.0652 -0.2383 -0.0112
H 2.7025 1.8817 -3.3840 -0.5156 -0.0314 0.1599
C -2.8852 0.7525 -4.3608 -0.9609 -0.0621 0.0949
H 1.9871 -0.0144 0.5126 0.5548 0.0443 -0.1232
H 3.9135 -0.7309 3.8549 -0.1329 -0.0682 -0.1600
H -2.9863 -2.7686 0.4652 -0.0475 0.2919 -0.0066
C -1.8077 -1.2229 5.1639 0.2287 -0.2555 0.4690
C 0.7510 1.6571 -3.9804 0.0829 0.2397 -0.4278
```
Positions in Å, forces in eV/Å.

Properties
Max |F|   1.61 eV Å⁻¹
Electronic energy   -85038.17506 eV
Net charge   +1

Below is 7 unconnected molecules or ions with the total composition C37H52O14 in a non-equilibrium geometry, with properties calculated with the ωB97M-V functional and the def2-TZVPD basis.

```
103
Properties=species:S:1:pos:R:3:forces:R:3
H -5.5261 7.5722 0.5699 0.2611 0.1943 -0.1238
H -6.0231 0.8843 2.6475 0.0768 -0.1563 0.2180
C 0.9793 4.7946 2.9588 0.3524 0.2228 -0.0089
H -1.2092 -2.8924 -0.9763 -0.0509 0.6801 -1.1082
C -3.2201 -2.5029 3.0078 0.4654 0.0568 0.2734
O -5.2362 1.2216 4.5387 -0.0333 0.1823 0.3046
H 3.2272 -4.5755 6.0247 -0.0968 0.0422 -0.0068
C 6.1900 -2.4912 -6.1730 -0.4819 -0.1115 0.4854
O 0.2920 -5.0292 4.6059 0.0926 -0.2489 -0.0749
C -2.9983 -1.6904 1.7555 -0.7116 0.1448 0.1379
H 7.5020 -0.7545 -7.9671 0.0527 -0.0414 0.0418
H -3.9385 -3.2970 2.7938 -0.0787 0.1108 0.0021
C -0.6745 -2.2329 -3.0787 -1.2575 0.7781 0.6491
C 3.1759 0.1406 -2.8161 0.4267 -0.5311 -0.8487
H -2.2973 0.3781 -4.7936 -0.0212 -0.6908 1.0497
H 8.6621 -2.8248 -8.0857 -0.1416 -0.2053 0.0860
H 1.9469 -1.8690 -4.1501 -0.3233 -0.6116 0.7794
H -3.7093 0.4120 -2.5704 0.8509 -0.6304 -0.1784
H -1.5855 5.7416 3.7711 -0.0951 -0.0730 -0.0143
O 5.1235 -2.8588 -5.7605 0.3362 -0.2367 -0.3467
H 7.1695 -1.0454 -4.9586 -0.1260 0.0367 0.0232
H 3.5694 -0.8505 -0.9316 0.4393 -0.1464 -1.0747
H -0.1548 -3.0180 1.9001 -0.0831 0.1201 -0.2246
H 2.0805 -5.7768 6.6228 0.0023 0.0720 -0.0352
H -1.4877 -4.0747 1.3890 -0.0069 0.0419 0.0022
O -3.7551 5.0024 -0.0664 0.1304 0.3201 0.2275
C -4.8761 2.3689 5.1718 0.3644 0.2879 0.4029
O 4.4004 0.9341 -2.6845 0.9372 0.3144 1.3290
C -1.2996 5.3865 2.7777 0.2237 0.0069 -0.3095
H -4.6921 4.6622 -1.8724 0.0392 0.0139 0.0502
H 4.9338 -1.3549 -3.7373 0.1569 -0.5259 1.4758
C -1.8315 -3.0524 3.2806 -0.0664 -0.2251 0.4659
H -4.9257 7.4857 -1.1170 0.0625 0.0838 0.1011
C 7.8968 -1.0987 -7.0076 0.1933 0.3741 -0.0892
H 6.0439 -0.3467 -6.1683 -0.0919 -0.0997 0.3257
C 6.7836 -1.1223 -5.9778 0.2420 0.3299 -0.4017
C 0.4433 -3.3097 -3.2345 -0.3374 0.6792 -0.1702
H -2.0529 5.6630 2.0378 0.1481 -0.1941 0.5103
H 1.4381 -3.3391 4.9064 -0.0159 -0.0368 -0.0081
O -3.7499 -0.8620 1.3098 0.5039 -0.2080 -0.0670
O -1.8360 -2.0516 1.1619 -0.2123 0.2367 0.2457
H -6.7291 5.8367 -1.1982 0.0711 -0.0732 0.0025
H -4.9002 3.2785 1.9909 0.0985 -0.1184 0.0478
H -3.1294 -1.1995 -0.6373 0.9159 0.0052 -1.4862
O 0.2093 3.5847 2.8910 -0.3055 -0.1769 -0.0931
H 2.5159 -3.5437 -3.8623 -0.5801 0.9738 0.2564
H -1.2662 -2.3357 3.8830 -0.0082 -0.0438 -0.0460
H 9.0078 -2.8536 -6.3444 -0.0553 -0.0028 -0.0032
C 8.2744 -2.5635 -7.1015 0.3320 0.0030 -0.1580
C 2.5568 -2.3854 -2.0120 0.2823 0.1028 -0.8124
C 1.8921 -2.7128 -3.4163 0.3734 -1.1766 0.3752
C 2.3238 -5.1316 5.7746 0.3739 -0.0220 0.2426
C 5.4860 0.1418 -2.2508 -1.8196 -2.0377 -0.9558
H 0.1681 5.8769 1.2897 -0.0078 0.0173 0.0666
H -3.5648 3.5798 4.0094 -0.2087 -0.0163 0.0908
H -6.4629 5.4123 0.4945 0.0279 -0.0190 -0.0677
O -1.9897 3.0719 2.8429 0.6975 -0.2893 -0.1927
C -5.3314 2.9239 2.9285 -0.0745 0.3758 -0.3209
C -3.8023 6.3158 0.2653 0.2363 0.4915 -0.1337
C -4.9337 4.6495 -0.8064 -0.2716 -0.3241 -0.2109
H -4.2584 1.0420 2.7303 -0.0672 0.0472 0.0224
C -5.1029 6.9258 -0.1965 -0.4333 -0.3188 0.1432
H -5.2520 3.6447 -0.5296 0.2659 0.0088 0.0379
C 2.4495 -5.9713 4.5152 0.0161 0.0915 0.5700
C -2.8663 -0.3050 -2.6997 1.6457 -1.4492 -0.0725
C -4.6385 3.4664 4.1645 -0.4854 0.1480 -0.1969
C 4.9980 -1.3357 -2.5973 -0.3164 1.1740 0.4215
H -6.3877 3.2113 2.9439 0.0291 -0.0432 -0.0116
H 0.1920 -3.9679 -4.1108 0.2329 0.5796 0.7994
H 2.2494 0.6925 -2.5199 1.1102 -0.2136 0.2108
C -1.2384 -3.1360 1.8916 0.2996 -0.3228 0.1048
C -5.9633 5.6967 -0.4355 -0.4172 0.1081 -0.0388
H 2.8177 -6.9719 4.7319 0.0018 0.0082 -0.3483
O 0.5860 -6.7687 3.1984 -0.3121 0.3241 0.2515
C 1.0249 -6.0137 4.0179 0.1523 -0.3853 -0.6154
H 3.1165 -0.0057 -3.9296 -0.3006 -0.3721 1.0002
C -1.1112 3.8926 2.8261 -0.4216 0.0668 0.2772
O -4.7378 2.4586 6.3607 -0.2072 -0.3945 -0.1772
H 0.3202 6.8700 2.7412 0.0508 -0.0803 0.0087
C 0.0824 5.8696 2.3796 -0.0032 0.4133 -0.1136
C -2.0954 -0.3287 -3.9483 0.7667 -1.4475 1.1387
C -1.0033 -1.2989 -4.1534 -1.4823 0.2623 2.2743
C -5.2027 1.4279 3.1159 0.0574 -0.1498 -0.4418
H -5.0821 4.4047 4.4954 0.1992 -0.0520 0.2370
H -3.5742 -1.8753 3.8240 -0.2910 -0.0153 -0.2003
H -1.8307 -4.0054 3.8058 0.0692 0.0374 -0.1182
H 1.8991 4.6747 2.3864 -0.0689 -0.2437 0.0820
H 5.5970 -2.1663 -2.1431 -0.4432 0.9397 -0.5234
O 7.0550 -3.2843 -6.8562 -0.2677 0.1005 0.0853
H 3.0741 -5.4861 3.7624 -0.0218 -0.1304 -0.0558
H 0.4251 -3.9385 -2.3052 0.0865 0.3957 -0.8860
H 8.7331 -0.4534 -6.7392 0.0029 -0.1013 -0.0141
H 1.7932 -2.2362 -1.1987 0.5332 0.0193 -0.9368
C -1.4373 -2.1890 -1.8170 -0.8659 1.5477 -1.1947
H 3.1538 -3.2988 -1.7215 -0.5829 0.9652 -0.1026
H 1.2362 4.9857 4.0044 -0.0376 -0.0401 -0.0178
C -2.5372 -1.2310 -1.5967 1.1247 0.0034 -2.5529
C 3.5385 -1.1559 -2.0212 -0.4339 -0.1548 0.1557
O -2.9046 6.8940 0.8170 -0.2344 -0.2425 -0.3244
C 1.1425 -4.2395 5.4523 0.0249 0.3109 0.2716
H 0.5952 -3.9453 6.3475 -0.1664 -0.0210 -0.1884
O 6.4895 0.5036 -1.7215 -0.5330 0.5615 -0.5248
H -0.4481 -1.3244 -5.1168 -0.4796 0.0391 0.8665
```
Positions in Å, forces in eV/Å.

Properties
Max |F|   2.89 eV Å⁻¹
SMILES   O=C1C[C@H](CCCc2ccccc2)CO1.O=C1CCCO1.O=C1CCCO1.O=C1CCCO1.O=C1CCCO1.O=C1CCCO1.O=C1CCCO1
Electronic energy   -67877.18100 eV

no.,lowest unoccupied orbital energy (eV),HOMO (eV),Kohn-Sham gap (eV)
1,-0.48,-9.70,9.2
2,-0.32,-10.39,10.1
3,0.49,-9.89,10.4
4,0.76,-8.58,9.3
5,-5.90,-10.31,4.4
6,0.38,-8.47,8.9